{
  "formula": "C14H17N5O3S",
  "method": "wB97M-V/def2-TZVPD",
  "orbital_gap_ha": 0.3143,
  "energy_ha": -1441.3491,
  "lumo_energy_ev": 0.51,
  "species": ["C", "C", "C", "N", "N", "N", "N", "C", "S", "C", "C", "O", "N", "C", "C", "C", "C", "C", "C", "C", "O", "C", "O", "H", "H", "H", "H", "H", "H", "H", "H", "H", "H", "H", "H", "H", "H", "H", "H", "H"],
  "positions_angstrom": [[-4.843, -0.043, 2.003], [-5.420, 1.181, 1.304], [-5.065, 1.222, -0.185], [-3.650, 1.353, -0.379], [-2.990, 2.509, -0.248], [-1.763, 2.281, -0.443], [-1.540, 1.000, -0.705], [-2.721, 0.406, -0.664], [-3.091, -1.257, -0.939], [-1.468, -1.881, -1.481], [-0.549, -2.212, -0.302], [-0.378, -3.354, 0.067], [0.012, -1.131, 0.255], [0.965, -1.217, 1.343], [2.331, -0.781, 0.879], [3.293, -1.722, 0.550], [4.553, -1.353, 0.082], [4.801, -0.009, -0.048], [3.832, 0.945, 0.272], [2.592, 0.586, 0.735], [4.339, 2.198, 0.051], [5.655, 2.007, -0.420], [5.937, 0.625, -0.477], [-3.755, -0.026, 1.989], [-5.163, -0.067, 3.041], [-5.177, -0.957, 1.517], [-6.507, 1.175, 1.388], [-5.047, 2.091, 1.778], [-5.540, 2.085, -0.658], [-5.385, 0.303, -0.683], [-1.030, -1.132, -2.139], [-1.689, -2.797, -2.027], [-0.188, -0.209, -0.129], [0.622, -0.579, 2.164], [0.979, -2.258, 1.672], [3.062, -2.770, 0.658], [5.301, -2.085, -0.169], [1.851, 1.331, 0.975], [5.755, 2.445, -1.426], [6.366, 2.500, 0.262]],
  "forces_ev_per_a": [[-0.091, 0.209, -0.026], [0.097, -0.178, -0.121], [-0.674, 0.305, 0.431], [1.379, -1.062, -0.488], [-0.886, 0.869, 0.311], [0.558, 0.885, 0.045], [-0.283, -0.932, -0.248], [-0.195, 0.573, 0.050], [-0.069, -0.395, -0.056], [-0.117, 0.085, 0.129], [-0.209, 0.339, -0.291], [0.014, -0.512, 0.038], [0.174, 0.303, 0.163], [0.046, -0.134, -0.007], [0.017, -0.157, 0.103], [-0.175, 0.050, 0.103], [0.271, 0.330, -0.125], [-0.506, 0.219, 0.165], [0.284, -0.473, -0.110], [0.316, 0.136, -0.079], [-0.441, -0.121, 0.166], [0.811, 0.904, -0.324], [-0.061, -0.455, 0.042], [0.109, -0.058, 0.020], [0.009, -0.060, 0.100], [-0.013, -0.144, 0.004], [-0.036, 0.083, -0.007], [-0.091, 0.045, -0.044], [0.043, -0.180, -0.069], [0.006, 0.129, -0.048], [0.022, -0.063, -0.063], [0.059, 0.080, 0.055], [-0.044, -0.270, -0.038], [0.038, -0.116, -0.008], [-0.001, 0.176, 0.057], [-0.053, -0.128, 0.028], [0.110, -0.107, -0.035], [-0.133, 0.144, 0.064], [-0.087, -0.155, 0.210], [-0.198, -0.164, -0.097]],
  "mulliken_charge": [-1.043, -0.342, -0.797, 0.721, -0.480, -0.741, -0.152, 0.590, -0.118, -0.806, 0.656, -0.660, 0.159, -1.525, 0.528, -0.584, -0.945, 0.959, 0.837, -0.910, -0.480, -0.230, -0.476, 0.273, 0.356, 0.286, 0.341, 0.318, 0.301, 0.297, 0.406, 0.373, 0.216, 0.393, 0.523, 0.400, 0.422, 0.446, 0.248, 0.240]
}